[1]
Formula: C2F3InNO5S2
Source: the OMol25 dataset
Level of theory: ωB97M-V with the def2-TZVPD basis set

The geometry in XYZ format:
```
14
C2F3InNO5S2 (ωB97M-V with the def2-TZVPD basis set)
N 1.001 1.077 0.307
S 0.057 1.822 -0.671
O -0.233 3.170 -0.186
S 1.303 -0.559 -0.163
O 1.030 -1.380 1.047
C 3.171 -0.318 -0.137
F 3.525 0.581 -1.038
F 3.590 0.050 1.056
F 3.708 -1.488 -0.447
O -3.102 -0.658 1.769
C -3.301 -0.482 0.522
O -2.270 -0.360 -0.193
O -4.429 -0.716 -0.005
In -4.052 -0.738 -1.862
```

Computed properties:
- expectation value of S² = 0.901
- total charge = +2
- multiplicity = 2
- HOMO-LUMO gap (alpha / beta) (eV) = 3.10 / 3.28

---

[2]
Formula: C9H14N4
Source: the OMol25 dataset
Level of theory: ωB97M-V with the def2-TZVPD basis set

The geometry in XYZ format:
```
27
C9H14N4 (ωB97M-V with the def2-TZVPD basis set)
C 1.979 1.481 1.502
C 1.261 0.954 0.266
C 0.487 1.992 -0.464
C 0.979 3.014 -1.218
N -0.075 3.814 -1.551
C -1.185 3.209 -1.067
N -0.878 2.141 -0.389
H 1.219 2.051 2.035
H 2.649 2.298 1.225
H 2.377 0.754 2.193
H 1.878 0.361 -0.419
H 0.555 0.206 0.549
H 1.991 3.224 -1.514
H 0.003 4.576 -2.201
H -2.216 3.479 -1.220
C -0.406 -4.310 1.201
C -0.879 -3.120 0.463
C -0.361 -2.549 -0.653
N -1.132 -1.466 -0.964
C -2.154 -1.477 -0.071
N -2.075 -2.477 0.747
H 0.403 -4.066 1.898
H -0.009 -5.045 0.532
H -1.169 -4.759 1.831
H 0.595 -2.817 -1.071
H -0.879 -0.708 -1.571
H -2.959 -0.760 -0.070
```

Computed properties:
- multiplicity = 1
- HOMO-LUMO gap (eV) = 8.96
- SMILES = CCc1c[nH]cn1.Cc1c[nH]cn1

---

[3]
Formula: C37H47F4N4Ti
Source: the OMol25 dataset
Level of theory: ωB97M-V with the def2-TZVPD basis set

The geometry in XYZ format:
```
93
C37H47F4N4Ti (ωB97M-V with the def2-TZVPD basis set)
Ti -0.572 -0.257 -0.566
C -1.119 0.624 -3.483
N -0.851 -0.654 -2.765
C 0.269 -1.401 -3.399
C -2.058 -1.555 -2.864
C -1.952 -2.601 -1.725
N -1.560 -1.960 -0.473
C -1.823 -2.676 0.711
C -1.251 -2.025 1.813
F -0.713 -0.758 1.456
C -1.408 -2.414 3.127
F -0.906 -1.712 4.174
C -2.142 -3.577 3.325
C -2.827 -4.118 2.266
F -3.722 -5.134 2.478
C -2.682 -3.686 0.957
F -3.544 -4.293 0.046
H -1.398 0.390 -4.530
H -0.233 1.303 -3.474
H -1.998 1.072 -2.963
H 0.150 -1.324 -4.535
H 0.168 -2.463 -3.111
H 1.259 -0.982 -3.127
H -2.038 -2.081 -3.844
H -2.969 -0.924 -2.829
H -1.213 -3.352 -1.985
H -2.906 -3.092 -1.599
H -2.297 -4.017 4.335
C 1.404 4.885 -1.159
C 1.878 3.523 -1.503
C 3.227 3.492 -1.882
C 3.838 2.310 -2.243
C 5.250 2.401 -2.751
C 3.103 1.134 -2.106
C 1.907 1.092 -1.333
C 1.161 2.290 -1.390
N 1.497 -0.033 -0.605
C 2.405 -0.552 0.490
C 3.896 -0.673 0.180
C 4.737 -1.199 1.398
C 4.321 -2.554 1.900
C 2.810 -2.495 2.175
C 2.550 -1.423 3.337
C 3.107 -0.040 2.899
C 4.551 -0.185 2.554
C 2.281 0.465 1.658
C 2.078 -2.041 0.864
H 1.962 5.266 -0.263
H 0.320 5.012 -0.937
H 1.699 5.635 -1.952
H 3.817 4.373 -1.829
H 5.993 2.651 -1.934
H 5.324 3.188 -3.509
H 5.626 1.502 -3.290
H 3.638 0.186 -2.355
H 0.108 2.272 -1.197
H 4.286 0.350 -0.064
H 4.087 -1.277 -0.704
H 5.798 -1.139 1.139
H 4.872 -2.846 2.837
H 4.483 -3.337 1.145
H 2.440 -3.469 2.424
H 3.002 -1.715 4.293
H 1.501 -1.346 3.515
H 2.913 0.715 3.697
H 5.166 -0.483 3.431
H 4.945 0.834 2.223
H 2.649 1.472 1.355
H 1.224 0.629 1.977
H 0.986 -2.147 0.968
H 2.365 -2.712 0.023
C -5.788 0.441 1.718
N -5.524 0.395 0.312
C -6.614 -0.097 -0.483
C -4.194 0.146 -0.182
C -3.207 1.305 0.073
C -3.760 2.616 0.129
C -3.023 3.746 0.430
C -1.690 3.552 0.795
C -1.115 2.307 0.661
C -1.826 1.174 0.186
H -6.681 1.067 1.857
H -4.949 0.884 2.270
H -6.010 -0.527 2.205
H -7.582 0.321 -0.035
H -6.681 -1.203 -0.555
H -6.573 0.253 -1.555
H -4.310 0.050 -1.292
H -3.857 -0.848 0.193
H -4.800 2.717 -0.062
H -3.511 4.741 0.368
H -1.106 4.399 1.204
H -0.068 2.220 0.869
```

Computed properties:
- expectation value of S² = 0.755
- multiplicity = 2
- HOMO-LUMO gap (alpha / beta) (eV) = 7.46 / 7.63

---

[4]
Formula: C7H11IN2S
Source: the OMol25 dataset
Level of theory: ωB97M-V with the def2-TZVPD basis set

The geometry in XYZ format:
```
22
C7H11IN2S (ωB97M-V with the def2-TZVPD basis set)
C 2.275 -0.456 -0.110
C 2.026 0.983 0.392
S 1.426 2.134 -0.872
C -0.397 2.114 -0.661
N -0.830 0.721 -0.390
C -0.953 -0.084 -1.423
C -1.317 -1.389 -1.184
C -1.507 -1.725 0.106
C -1.384 -0.802 1.141
N -1.040 0.442 0.877
H 1.644 -1.184 0.397
H 3.312 -0.727 0.066
H 2.084 -0.529 -1.180
H 2.973 1.396 0.728
H 1.390 0.957 1.275
H -0.627 2.738 0.192
H -0.857 2.476 -1.570
H -0.745 0.280 -2.413
H -1.421 -2.081 -2.002
H -1.800 -2.733 0.369
H -1.565 -1.103 2.231
I -2.688 -1.428 4.032
```

Computed properties:
- multiplicity = 1
- HOMO-LUMO gap (eV) = 5.02

---

[5]
Formula: H10O5
Source: the OMol25 dataset
Level of theory: ωB97M-V with the def2-TZVPD basis set

The geometry in XYZ format:
```
15
H10O5 (ωB97M-V with the def2-TZVPD basis set)
O 0.028 0.393 -0.703
H 0.412 0.116 0.129
H -0.865 0.655 -0.480
O 1.764 0.013 1.749
H 2.580 -0.278 1.342
H 1.967 0.878 2.103
O 0.976 1.978 -2.853
H 0.203 1.959 -3.417
H 0.700 1.530 -2.053
O -1.846 -2.153 -1.125
H -2.014 -1.690 -0.304
H -1.717 -3.065 -0.864
O -0.917 0.226 2.105
H -1.285 -0.658 2.088
H 0.014 0.096 2.284
```

Computed properties:
- multiplicity = 1
- HOMO-LUMO gap (eV) = 10.68
- SMILES = O.O.O.O.O

---

[6]
Formula: C12H17NOS
Source: the OMol25 dataset
Level of theory: ωB97M-V with the def2-TZVPD basis set

The geometry in XYZ format:
```
32
C12H17NOS (ωB97M-V with the def2-TZVPD basis set)
C 4.608 -1.103 -0.441
C 3.208 -0.563 -0.417
C 2.577 -0.088 0.703
C 1.209 0.185 0.724
C 0.537 0.070 -0.484
S -1.388 0.417 -0.444
O -1.766 1.037 -1.696
C -2.633 -0.710 -0.142
C -2.347 -1.999 -0.798
C -2.072 -1.791 0.620
N -1.589 1.641 0.834
C -2.791 1.326 1.629
C -1.635 3.001 0.285
C 1.193 -0.394 -1.633
C 2.561 -0.607 -1.619
H 5.254 -0.594 0.238
H 4.648 -2.175 -0.260
H 5.076 -1.172 -1.424
H 3.251 -0.119 1.637
H 0.894 0.552 1.699
H -3.179 -2.564 -1.137
H -1.500 -2.109 -1.484
H -0.969 -1.790 0.881
H -2.710 -2.279 1.523
H -3.637 1.113 0.967
H -2.545 0.424 2.296
H -2.989 2.077 2.363
H -0.564 3.218 0.170
H -2.087 3.132 -0.696
H -2.200 3.434 1.053
H 0.560 -0.712 -2.401
H 3.025 -0.861 -2.545
```

Computed properties:
- multiplicity = 1
- HOMO-LUMO gap (eV) = 8.46
- SMILES = Cc1ccc([S@@](=O)(=C2CC2)N(C)C)cc1